13
Properties=species:S:1:pos:R:3:forces:R:3 method="wB97M-V/def2-TZVPD" homo_lumo_gap_ev=8.5 relative_energy_ev=4.567
C 0.18975 1.80472 -1.18043 -0.0744 -0.0752 -0.0184
C -0.00132 0.51539 -0.45419 -0.3655 0.0314 -0.1699
N -1.12282 -0.08890 -0.26468 0.0362 0.1928 0.2447
C -0.84085 -1.22920 0.51856 0.1770 0.8581 1.5027
C 0.67276 -1.32371 0.56861 -0.1975 -0.3248 0.3579
O 1.11012 -0.04256 0.06120 -0.1376 0.0163 0.1375
H 0.62454 2.55292 -0.50835 -0.0716 -0.1741 -0.0496
H -0.77507 2.15867 -1.54429 0.1398 -0.0591 0.0551
H 0.87967 1.68052 -2.02065 -0.0908 -0.0346 0.1237
H -1.33506 -0.85900 2.07729 1.0603 0.8023 -0.9305
H -1.55668 -1.61436 1.29400 -0.3338 -1.2708 -1.3187
H 1.08814 -2.07873 -0.11397 -0.2897 0.0685 0.1021
H 1.06683 -1.47576 1.56688 0.1477 -0.0308 -0.0365